No. 1
A cluster of 11 separate species, C46H76F4O19S6 in total at a distorted geometry. Source: OMol25; level of theory: ωB97M-V/def2-TZVPD.

For the HOMO energy, the calculation gives -0.33003 Eh. For the total energy, the calculation gives -6016.306590 Ha. The LUMO energy comes out at 0.13 eV. The SMILES is CCOS(C)(=O)=O.CCOS(C)(=O)=O.CCOS(C)(=O)=O.CCOS(C)(=O)=O.CCOS(C)(=O)=O.CCOS(C)(=O)=O.Fc1ccccc1.Fc1ccccc1.Fc1ccccc1.Fc1ccccc1.C1CCOC1.

Bonds (Å) are listed after each position.
Element x y z (Å)
1 C -0.757 3.711 -4.281  C2 1.559, H8 1.090, H9 1.090, H10 1.090
2 C -1.987 3.035 -4.958  C1 1.559, O3 1.416, H11 1.090, H12 1.090
3 O -3.210 3.306 -4.298  C2 1.416, S4 1.674
4 S -4.665 3.018 -5.076  O3 1.674, C5 1.874, O6 1.457, O7 1.475
5 C -4.715 4.386 -6.356  S4 1.874, H13 1.090, H14 1.090, H15 1.090
6 O -4.602 1.730 -5.754  S4 1.457
7 O -5.715 3.343 -4.093  S4 1.475
8 H 0.161 3.432 -4.798  C1 1.090
9 H -0.685 3.321 -3.266  C1 1.090
10 H -0.855 4.791 -4.169  C1 1.090
11 H -2.010 3.375 -5.993  C2 1.090
12 H -1.813 1.960 -4.995  C2 1.090
13 H -3.931 4.181 -7.085  C5 1.090
14 H -4.589 5.423 -6.047  C5 1.090
15 H -5.647 4.225 -6.898  C5 1.090
16 C -3.288 1.024 7.774  C17 1.567, H23 1.090, H24 1.090, H25 1.090
17 C -3.281 1.108 6.209  C16 1.567, O18 1.423, H26 1.090, H27 1.090
18 O -1.968 0.810 5.749  C17 1.423, S19 1.616
19 S -1.784 0.368 4.205  O18 1.616, C20 1.859, O21 1.467, O22 1.433
20 C -2.292 -1.411 4.386  S19 1.859, H28 1.090, H29 1.090, H30 1.090
21 O -2.716 1.128 3.365  S19 1.467
22 O -0.390 0.265 3.890  S19 1.433
23 H -4.077 1.560 8.300  C16 1.090
24 H -2.375 1.576 7.996  C16 1.090
25 H -3.276 -0.027 8.062  C16 1.090
26 H -4.071 0.390 5.988  C17 1.090
27 H -3.600 2.075 5.819  C17 1.090
28 H -2.372 -1.805 3.373  C20 1.090
29 H -3.284 -1.363 4.836  C20 1.090
30 H -1.553 -2.001 4.927  C20 1.090
31 C 7.533 -0.067 1.392  C32 1.603, H38 1.090, H39 1.090, H40 1.090
32 C 6.029 0.422 1.651  C31 1.603, O33 1.433, H41 1.090, H42 1.090
33 O 5.119 0.377 0.545  C32 1.433, S34 1.700
34 S 5.067 1.759 -0.444  O33 1.700, C35 1.822, O36 1.490, O37 1.450
35 C 4.032 2.809 0.627  S34 1.822, H43 1.090, H44 1.090, H45 1.090
36 O 6.395 2.417 -0.590  S34 1.490
37 O 4.265 1.470 -1.617  S34 1.450
38 H 8.064 0.596 0.710  C31 1.090
39 H 7.436 -1.053 0.937  C31 1.090
40 H 8.074 -0.239 2.323  C31 1.090
41 H 5.713 -0.287 2.416  C32 1.090
42 H 6.024 1.414 2.102  C32 1.090
43 H 4.667 3.331 1.343  C35 1.090
44 H 3.228 2.224 1.074  C35 1.090
45 H 3.579 3.544 -0.038  C35 1.090
46 C 1.448 -2.632 3.010  C47 1.546, H53 1.090, H54 1.090, H55 1.090
47 C 1.732 -2.462 4.520  C46 1.546, O48 1.392, H56 1.090, H57 1.090
48 O 1.292 -3.576 5.230  C47 1.392, S49 1.664
49 S 2.345 -4.811 5.595  O48 1.664, C50 1.843, O51 1.423, O52 1.432
50 C 2.001 -5.908 4.153  S49 1.843, H58 1.090, H59 1.090, H60 1.090
51 O 3.684 -4.328 5.565  S49 1.423
52 O 1.877 -5.530 6.740  S49 1.432
53 H 1.066 -1.670 2.669  C46 1.090
54 H 0.674 -3.391 2.893  C46 1.090
55 H 2.324 -2.911 2.424  C46 1.090
56 H 2.750 -2.266 4.857  C47 1.090
57 H 1.201 -1.569 4.849  C47 1.090
58 H 0.920 -6.047 4.172  C50 1.090
59 H 2.510 -6.863 4.280  C50 1.090
60 H 2.350 -5.401 3.253  C50 1.090
61 C -2.703 -8.584 1.043  C62 1.504, H68 1.090, H69 1.090, H70 1.090
62 C -1.906 -7.391 0.591  C61 1.504, O63 1.399, H71 1.090, H72 1.090
63 O -2.197 -6.317 1.440  C62 1.399, S64 1.636
64 S -1.168 -5.046 1.449  O63 1.636, C65 1.864, O66 1.437, O67 1.464
65 C -1.383 -4.473 -0.311  S64 1.864, H73 1.090, H74 1.090, H75 1.090
66 O -1.628 -4.031 2.358  S64 1.437
67 O 0.232 -5.469 1.510  S64 1.464
68 H -2.432 -8.922 2.044  C61 1.090
69 H -2.488 -9.418 0.376  C61 1.090
70 H -3.784 -8.458 0.977  C61 1.090
71 H -0.856 -7.672 0.677  C62 1.090
72 H -2.144 -7.077 -0.425  C62 1.090
73 H -0.676 -5.007 -0.947  C65 1.090
74 H -1.259 -3.394 -0.213  C65 1.090
75 H -2.363 -4.785 -0.672  C65 1.090
76 C -4.543 1.264 -1.613  C77 1.545, H83 1.090, H84 1.090, H85 1.090
77 C -4.056 0.260 -2.682  C76 1.545, O78 1.449, H86 1.090, H87 1.090
78 O -2.645 0.372 -2.990  C77 1.449, S79 1.681
79 S -1.960 -1.094 -3.444  O78 1.681, C80 1.832, O81 1.475, O82 1.465
80 C -2.637 -1.317 -5.132  S79 1.832, H88 1.090, H89 1.090, H90 1.090
81 O -0.512 -0.846 -3.571  S79 1.475
82 O -2.562 -2.187 -2.676  S79 1.465
83 H -5.575 1.086 -1.308  C76 1.090
84 H -4.472 2.279 -2.003  C76 1.090
85 H -3.894 1.307 -0.738  C76 1.090
86 H -4.206 -0.721 -2.232  C77 1.090
87 H -4.744 0.420 -3.512  C77 1.090
88 H -3.724 -1.343 -5.049  C80 1.090
89 H -2.312 -2.266 -5.559  C80 1.090
90 H -2.339 -0.500 -5.789  C80 1.090
91 F 3.192 -6.125 0.428  C92 1.332
92 C 3.718 -5.087 -0.220  F91 1.332, C93 1.423, C97 1.384
93 C 4.986 -5.202 -0.856  C92 1.423, C94 1.400, H98 1.080
94 C 5.506 -4.107 -1.556  C93 1.400, C95 1.415, H99 1.080
95 C 4.774 -2.900 -1.642  C94 1.415, C96 1.387, H100 1.080
96 C 3.559 -2.786 -0.984  C95 1.387, C97 1.394, H101 1.080
97 C 3.047 -3.879 -0.287  C92 1.384, C96 1.394, H102 1.080
98 H 5.457 -6.166 -0.975  C93 1.080
99 H 6.470 -4.243 -2.025  C94 1.080
100 H 5.168 -2.034 -2.153  C95 1.080
101 H 3.043 -1.839 -1.039  C96 1.080
102 H 2.089 -3.827 0.211  C97 1.080
103 F -6.960 6.493 -0.069  C104 1.346
104 C -5.938 5.961 0.627  F103 1.346, C105 1.378, C109 1.370
105 C -4.786 5.571 -0.021  C104 1.378, C106 1.387, H110 1.080
106 C -3.826 4.845 0.667  C105 1.387, C107 1.396, H111 1.080
107 C -4.042 4.382 1.966  C106 1.396, C108 1.360, H112 1.080
108 C -5.177 4.799 2.588  C107 1.360, C109 1.394, H113 1.080
109 C -6.157 5.519 1.906  C104 1.370, C108 1.394, H114 1.080
110 H -4.641 5.824 -1.061  C105 1.080
111 H -2.911 4.618 0.138  C106 1.080
112 H -3.326 3.811 2.538  C107 1.080
113 H -5.372 4.505 3.609  C108 1.080
114 H -7.112 5.706 2.374  C109 1.080
115 F 4.507 -1.999 -7.916  C116 1.326
116 C 4.206 -1.423 -6.760  F115 1.326, C117 1.356, C121 1.360
117 C 3.124 -1.800 -6.036  C116 1.356, C118 1.416, H122 1.080
118 C 2.719 -1.053 -4.903  C117 1.416, C119 1.346, H123 1.080
119 C 3.475 -0.028 -4.465  C118 1.346, C120 1.393, H124 1.080
120 C 4.657 0.302 -5.124  C119 1.393, C121 1.386, H125 1.080
121 C 4.966 -0.405 -6.275  C116 1.360, C120 1.386, H126 1.080
122 H 2.528 -2.640 -6.360  C117 1.080
123 H 1.819 -1.182 -4.320  C118 1.080
124 H 3.138 0.466 -3.566  C119 1.080
125 H 5.327 1.014 -4.665  C120 1.080
126 H 5.867 -0.109 -6.793  C121 1.080
127 F 3.119 7.485 1.335  C128 1.336
128 C 2.149 6.614 1.624  F127 1.336, C129 1.412, C133 1.379
129 C 0.906 6.718 0.962  C128 1.412, C130 1.395, H134 1.080
130 C -0.126 5.800 1.161  C129 1.395, C131 1.400, H135 1.080
131 C 0.059 4.781 2.104  C130 1.400, C132 1.386, H136 1.080
132 C 1.239 4.751 2.832  C131 1.386, C133 1.416, H137 1.080
133 C 2.325 5.617 2.560  C128 1.379, C132 1.416, H138 1.080
134 H 0.830 7.480 0.201  C129 1.080
135 H -1.063 5.825 0.625  C130 1.080
136 H -0.787 4.160 2.359  C131 1.080
137 H 1.410 3.965 3.553  C132 1.080
138 H 3.294 5.502 3.021  C133 1.080
139 C -1.008 0.197 0.108  C140 1.553, C143 1.570, H144 1.090, H145 1.090
140 C 0.459 -0.166 -0.247  C139 1.553, C141 1.554, H146 1.090, H147 1.090
141 C 0.825 0.919 -1.298  C140 1.554, O142 1.429, H148 1.090, H149 1.090
142 O 0.325 2.046 -0.576  C141 1.429, C143 1.456
143 C -0.839 1.752 0.249  C139 1.570, O142 1.456, H150 1.090, H151 1.090
144 H -1.387 -0.362 0.964  C139 1.090
145 H -1.555 -0.017 -0.810  C139 1.090
146 H 0.625 -1.161 -0.660  C140 1.090
147 H 1.098 0.034 0.613  C140 1.090
148 H 0.329 0.849 -2.266  C141 1.090
149 H 1.882 1.028 -1.543  C141 1.090
150 H -1.772 2.152 -0.146  C143 1.090
151 H -0.545 2.088 1.243  C143 1.090


No. 2
The ion C46H81N2O13 with charge +1. Source: OMol25; level of theory: ωB97M-V/def2-TZVPD.

For the HOMO energy, the calculation gives -0.39456 Eh. For the total energy, the calculation gives -2888.833724 Ha. The value obtained for the energy above the lowest of the compared OMol25 structures with the same formula, charge and spin is 0.0 kcal/mol. The LUMO energy comes out at -2.26 eV. Its total charge is +1.

Bonds (Å) are listed after each position.
Element x y z (Å)
1 C -2.174 -4.295 -2.795  H2 1.086, C3 1.525, H141 1.087, H142 1.088
2 H -2.561 -5.308 -2.854  C1 1.086
3 C -0.902 -4.267 -1.955  C1 1.525, H4 1.090, H5 1.091, C6 1.527
4 H -1.126 -4.628 -0.952  C3 1.090
5 H -0.144 -4.907 -2.410  C3 1.091
6 C -0.341 -2.853 -1.831  C3 1.527, H7 1.100, C8 1.544, O95 1.438
7 H -0.399 -2.344 -2.804  C6 1.100
8 C 1.125 -2.772 -1.355  C6 1.544, C9 1.506, H109 1.097, C110 1.536
9 C 2.050 -3.059 -2.509  C8 1.506, C10 1.330, H108 1.081
10 C 3.379 -3.068 -2.483  C9 1.330, C11 1.469, C104 1.503
11 C 4.216 -2.906 -1.286  C10 1.469, C12 1.339, H103 1.086
12 C 4.434 -1.804 -0.558  C11 1.339, C13 1.463, H102 1.077
13 C 3.873 -0.487 -0.860  C12 1.463, O14 1.221, C15 1.523
14 O 3.366 -0.229 -1.941  C13 1.221
15 C 3.933 0.594 0.212  C13 1.523, H16 1.095, C17 1.546, C98 1.526
16 H 4.254 1.512 -0.290  C15 1.095
17 C 2.514 0.803 0.789  C15 1.546, H18 1.091, H19 1.091, C20 1.535
18 H 2.234 -0.130 1.280  C17 1.091
19 H 2.566 1.587 1.545  C17 1.091
20 C 1.419 1.188 -0.215  C17 1.535, H21 1.094, C22 1.537, C51 1.549
21 H 1.293 0.367 -0.926  C20 1.094
22 C 1.838 2.451 -0.984  C20 1.537, C23 1.525, H49 1.090, H50 1.088
23 C 0.824 2.997 -1.985  C22 1.525, H24 1.092, H25 1.094, N26 1.482
24 H -0.056 3.356 -1.449  C23 1.092
25 H 1.275 3.842 -2.513  C23 1.094
26 N 0.378 2.021 -3.008  C23 1.482, H27 1.040, C28 1.478, C42 1.479
27 H -0.068 1.210 -2.533  N26 1.040
28 C -0.653 2.620 -3.880  N26 1.478, H29 1.094, C30 1.529, H48 1.092
29 H -0.195 3.436 -4.446  C28 1.094
30 C -1.239 1.585 -4.842  C28 1.529, C31 1.526, C35 1.529, H47 1.095
31 C -2.303 2.236 -5.719  C30 1.526, H32 1.087, H33 1.086, H34 1.087
32 H -1.871 3.035 -6.318  C31 1.087
33 H -2.735 1.502 -6.393  C31 1.086
34 H -3.103 2.655 -5.114  C31 1.087
35 C -0.114 0.977 -5.679  C30 1.529, H36 1.090, C37 1.527, H46 1.092
36 H -0.518 0.200 -6.328  C35 1.090
37 C 0.959 0.387 -4.766  C35 1.527, C38 1.524, C42 1.528, H45 1.094
38 C 2.122 -0.214 -5.547  C37 1.524, H39 1.087, H40 1.086, H41 1.087
39 H 2.605 0.541 -6.162  C38 1.087
40 H 1.770 -1.009 -6.199  C38 1.086
41 H 2.855 -0.627 -4.860  C38 1.087
42 C 1.482 1.469 -3.823  N26 1.479, C37 1.528, H43 1.093, H44 1.090
43 H 1.934 2.286 -4.391  C42 1.093
44 H 2.231 1.024 -3.169  C42 1.090
45 H 0.508 -0.400 -4.153  C37 1.094
46 H 0.327 1.745 -6.319  C35 1.092
47 H -1.703 0.791 -4.248  C30 1.095
48 H -1.442 3.036 -3.251  C28 1.092
49 H 2.016 3.243 -0.255  C22 1.090
50 H 2.775 2.246 -1.499  C22 1.088
51 C 0.051 1.395 0.481  C20 1.549, H52 1.093, O53 1.427, C82 1.555
52 H -0.693 1.519 -0.310  C51 1.093
53 O 0.111 2.634 1.187  C51 1.427, C54 1.383
54 C -1.095 3.297 1.318  O53 1.383, C55 1.538, O78 1.415, H81 1.106
55 C -0.866 4.479 2.274  C54 1.538, O56 1.406, C58 1.543, H80 1.098
56 O -0.606 3.902 3.530  C55 1.406, H57 0.964
57 H -0.297 4.585 4.135  O56 0.964
58 C -2.121 5.377 2.292  C55 1.543, N59 1.455, H68 1.097, C69 1.541
59 N -2.057 6.605 3.069  C58 1.455, C60 1.448, C64 1.449
60 C -0.841 7.381 2.942  N59 1.448, H61 1.090, H62 1.100, H63 1.088
61 H -1.034 8.382 3.326  C60 1.090
62 H 0.008 6.961 3.503  C60 1.100
63 H -0.561 7.467 1.894  C60 1.088
64 C -2.478 6.488 4.451  N59 1.449, H65 1.090, H66 1.099, H67 1.088
65 H -2.633 7.492 4.847  C64 1.090
66 H -1.749 5.976 5.096  C64 1.099
67 H -3.422 5.950 4.501  C64 1.088
68 H -2.939 4.779 2.712  C58 1.097
69 C -2.518 5.740 0.848  C58 1.541, O70 1.398, C72 1.533, H79 1.104
70 O -3.700 6.488 0.843  C69 1.398, H71 0.969
71 H -3.647 7.092 1.599  O70 0.969
72 C -2.726 4.455 0.038  C69 1.533, C73 1.521, H77 1.101, O78 1.419
73 C -3.111 4.760 -1.401  C72 1.521, H74 1.087, H75 1.085, H76 1.087
74 H -2.290 5.264 -1.905  C73 1.087
75 H -3.976 5.415 -1.390  C73 1.085
76 H -3.359 3.844 -1.931  C73 1.087
77 H -3.522 3.867 0.520  C72 1.101
78 O -1.522 3.704 0.032  C54 1.415, C72 1.419
79 H -1.702 6.311 0.373  C69 1.104
80 H 0.006 5.036 1.906  C55 1.098
81 H -1.876 2.653 1.764  C54 1.106
82 C -0.378 0.195 1.373  C51 1.555, C83 1.532, H87 1.097, C88 1.551
83 C -0.073 0.438 2.855  C82 1.532, H84 1.087, H85 1.085, H86 1.086
84 H -0.638 -0.272 3.455  C83 1.087
85 H 0.984 0.314 3.065  C83 1.085
86 H -0.358 1.442 3.154  C83 1.086
87 H 0.174 -0.693 1.043  C82 1.097
88 C -1.878 -0.182 1.252  C82 1.551, O89 1.397, H91 1.097, C92 1.554
89 O -2.131 -1.386 1.913  C88 1.397, H90 0.976
90 H -1.678 -2.127 1.467  O89 0.976
91 H -2.487 0.557 1.787  C88 1.097
92 C -2.410 -0.249 -0.207  C88 1.554, C93 1.503, H96 1.092, H97 1.090
93 C -1.424 -0.868 -1.157  C92 1.503, O94 1.223, O95 1.307
94 O -0.882 -0.239 -2.056  C93 1.223
95 O -1.213 -2.139 -0.937  C6 1.438, C93 1.307
96 H -3.309 -0.867 -0.178  C92 1.092
97 H -2.677 0.744 -0.568  C92 1.090
98 C 4.898 0.335 1.366  C15 1.526, H99 1.087, H100 1.087, H101 1.088
99 H 4.575 -0.508 1.973  C98 1.087
100 H 5.907 0.153 1.003  C98 1.087
101 H 4.929 1.213 2.007  C98 1.088
102 H 5.088 -1.872 0.295  C12 1.077
103 H 4.763 -3.806 -1.020  C11 1.086
104 C 4.189 -3.370 -3.712  C10 1.503, H105 1.089, H106 1.089, H107 1.086
105 H 4.869 -2.545 -3.918  C104 1.089
106 H 4.791 -4.265 -3.559  C104 1.089
107 H 3.546 -3.521 -4.574  C104 1.086
108 H 1.565 -3.253 -3.455  C9 1.081
109 H 1.302 -1.742 -1.024  C8 1.097
110 C 1.424 -3.667 -0.143  C8 1.536, H111 1.091, H112 1.097, O113 1.421
111 H 1.038 -4.675 -0.306  C110 1.091
112 H 2.512 -3.731 -0.015  C110 1.097
113 O 0.882 -3.105 1.044  C110 1.421, C114 1.387
114 C 0.182 -3.980 1.860  O113 1.387, O115 1.410, C131 1.535, H140 1.105
115 O -1.146 -4.006 1.387  C114 1.410, C116 1.422
116 C -2.042 -4.820 2.133  O115 1.422, C117 1.520, H121 1.101, C122 1.542
117 C -3.415 -4.697 1.492  C116 1.520, H118 1.086, H119 1.086, H120 1.086
118 H -4.134 -5.253 2.085  C117 1.086
119 H -3.706 -3.651 1.470  C117 1.086
120 H -3.399 -5.087 0.478  C117 1.086
121 H -1.689 -5.863 2.103  C116 1.101
122 C -2.079 -4.373 3.608  C116 1.542, O123 1.397, C125 1.541, H139 1.094
123 O -2.922 -5.186 4.369  C122 1.397, H124 0.967
124 H -2.484 -6.043 4.471  O123 0.967
125 C -0.644 -4.408 4.168  C122 1.541, O126 1.415, C131 1.542, H138 1.101
126 O -0.250 -5.767 4.121  C125 1.415, C127 1.413
127 C 0.806 -6.123 4.989  O126 1.413, H128 1.096, H129 1.088, H130 1.092
128 H 0.568 -5.851 6.024  C127 1.096
129 H 0.900 -7.205 4.913  C127 1.088
130 H 1.745 -5.650 4.694  C127 1.092
131 C 0.244 -3.484 3.311  C114 1.535, C125 1.542, O132 1.409, H137 1.099
132 O 1.600 -3.464 3.692  C131 1.409, C133 1.410
133 C 1.887 -2.623 4.788  O132 1.410, H134 1.088, H135 1.095, H136 1.095
134 H 2.968 -2.653 4.914  C133 1.088
135 H 1.567 -1.595 4.589  C133 1.095
136 H 1.410 -2.971 5.709  C133 1.095
137 H -0.175 -2.469 3.347  C131 1.099
138 H -0.649 -4.062 5.212  C125 1.101
139 H -2.482 -3.357 3.667  C122 1.094
140 H 0.616 -4.996 1.829  C114 1.105
141 H -2.939 -3.664 -2.348  C1 1.087
142 H -1.981 -3.945 -3.807  C1 1.088


Question: Number 2 is which compound?
Answer: C46H81N2O13


Question: What is the total energy in the first record?
Answer: -6016.306590 Ha


Question: Which of these has the highest total energy?
Answer: C46H81N2O13